Record 1
Below is 2 unconnected molecules or ions with the total composition C4H12N2O2 at a distorted geometry, with properties calculated with the ωB97M-V functional and the def2-TZVPD basis.

XYZ file:
```
20
Properties=species:S:1:pos:R:3:forces:R:3
C -0.0234 2.2562 1.3520 0.2 0.1 -0.4
C 0.7273 0.9105 1.2008 -1.4 1.3 -0.6
N -0.1845 -0.1007 0.7009 0.7 -1.5 -1.5
C 0.5539 -1.3646 0.4741 0.4 1.0 0.4
C -0.1363 -2.3251 -0.4368 -1.0 -1.7 -0.3
N -0.2293 -2.0767 -1.7600 0.8 1.2 0.3
O -0.6241 -3.3681 -0.0139 0.1 0.4 0.5
H -0.8735 2.2865 0.6688 -0.2 -0.3 0.1
H -0.3807 2.5406 2.3366 0.1 -0.2 0.2
H 0.5978 3.0551 0.9499 0.2 0.1 0.4
H 1.3770 1.0999 0.3401 0.5 -0.3 0.4
H 1.3048 0.6178 2.0798 0.0 0.0 0.1
H -1.0433 -0.3555 1.1570 -0.1 0.7 0.8
H 1.5395 -1.1094 0.0757 -0.1 0.0 -0.2
H 0.7414 -1.8644 1.4247 0.0 -0.3 0.0
H 0.1903 -1.2760 -2.1890 -0.1 0.3 -0.1
H -0.7640 -2.6946 -2.3156 -0.4 -0.6 -0.4
H -0.7408 0.9791 -1.3029 0.4 -0.1 -0.6
H -1.4307 1.5847 -2.4892 -0.9 0.5 -0.6
O -0.6014 1.2048 -2.2531 0.6 -0.6 1.3
```
Positions in Å, forces in eV/Å.

Values from the calculation:
Total charge: 0
Structure (SMILES): CCNCC(N)=O.O
DFT total energy in eV: -11417.9424
Max |F| in Eh/bohr: 0.04287
Relative energy (zero: lowest compared OMol25 entry of this formula, charge and spin) in eV: 1.274
E_HOMO in Ha: -0.3456


Record 2
Below is a molecular structure, C4H12N2O2 at a distorted geometry, with properties calculated with the ωB97M-V functional and the def2-TZVPD basis.

XYZ file:
```
20
Properties=species:S:1:pos:R:3:forces:R:3
C -1.5813 -1.0979 -0.4165 0.2 2.7 1.0
C -1.1256 0.6903 0.3664 -2.9 -1.8 0.1
N -0.8715 -2.2808 -0.4500 0.6 -0.8 0.0
N -0.9677 1.9102 -0.3719 0.8 -0.1 -0.4
H -0.0141 2.0603 -0.6786 0.1 0.0 0.1
H -0.6777 -2.6689 0.4649 0.1 0.1 -0.2
H -0.0377 -2.2524 -1.0215 0.0 0.0 0.2
H -1.5292 1.9152 -1.2111 -0.3 0.0 0.0
H -1.8002 -0.7250 -1.4100 -0.2 0.0 -0.1
H -2.4615 -1.2136 0.2171 0.0 0.1 -0.3
H -2.1840 0.6844 0.6322 -0.3 0.2 -0.1
H -0.7395 0.7134 1.3831 0.8 -0.1 -0.3
C 1.2607 0.0741 0.2215 4.5 -0.6 0.2
C 2.0242 1.1467 0.5661 -1.4 -0.6 -0.3
O 1.2342 -0.3458 -1.1037 -0.8 0.0 0.7
O 1.1116 -0.9828 1.1131 -0.6 0.6 -0.6
H 2.0236 0.0025 -1.5375 -0.3 0.0 0.2
H 1.7605 -0.8601 1.8189 -0.2 0.1 -0.2
H 2.3910 1.8294 -0.1834 -0.1 0.1 -0.1
H 2.1841 1.4008 1.6008 0.0 0.0 0.1
```
Positions in Å, forces in eV/Å.

Values from the calculation:
Total charge: 0
DFT total energy in eV: -11413.9160
Max |F| in Eh/bohr: 0.08797
Relative energy (zero: lowest compared OMol25 entry of this formula, charge and spin) in eV: 5.301
E_HOMO in Ha: -0.2637